1.
{"formula": "C12H13OP", "method": "ωB97M-V/def2-TZVPD", "species": ["C", "C", "C", "C", "C", "C", "C", "C", "C", "C", "C", "C", "O", "P", "H", "H", "H", "H", "H", "H", "H", "H", "H", "H", "H", "H", "H"], "xyz": [[3.35, 2.34, -1.43], [1.94, 2.30, -1.20], [4.12, 1.27, -1.16], [1.36, 1.19, -0.55], [3.51, 0.13, -0.60], [2.17, 0.12, -0.34], [-0.86, -1.17, 0.45], [-1.75, -1.18, 1.62], [-1.56, -0.29, -0.53], [-2.89, -0.12, -0.17], [-3.00, -0.57, 1.26], [-4.28, -0.56, 2.10], [1.41, -2.59, -0.67], [1.57, -1.51, 0.63], [3.74, 3.19, -2.00], [1.36, 3.15, -1.43], [5.15, 1.36, -1.31], [0.34, 1.18, -0.26], [4.23, -0.61, -0.29], [-0.63, -2.23, 0.11], [-1.73, -1.81, 2.48], [-1.27, -0.31, -1.60], [-3.63, 0.56, -0.62], [-3.89, -0.33, 3.05], [-4.67, -1.50, 2.04], [-5.03, 0.05, 1.72], [0.96, -2.07, -1.31]], "mulliken_spin": [-0.001, 0.010, 0.008, 0.024, -0.035, 0.054, -0.105, 0.464, 0.442, 0.035, 0.399, -0.001, 0.007, 0.607, 0.000, 0.000, 0.001, -0.031, -0.010, 0.056, 0.018, -0.002, 0.012, 0.010, 0.028, 0.005, 0.007], "homo_energy_ev": [-5.74, -8.41], "spin_multiplicity": 3, "gap_ev": [6.6, 6.4]}

***

2.
{"formula": "C12H14Cl4O6", "method": "ωB97M-V/def2-TZVPD", "species": ["C", "C", "O", "O", "C", "O", "C", "C", "C", "C", "O", "O", "C", "O", "H", "H", "H", "H", "H", "H", "Cl", "C", "C", "Cl", "H", "H", "H", "H", "Cl", "C", "C", "Cl", "H", "H", "H", "H"], "xyz": [[1.79, -1.51, -0.56], [1.99, -0.09, -1.03], [2.90, 0.19, -1.76], [1.11, 0.92, -0.67], [0.61, 0.77, 0.62], [1.37, 0.85, 1.54], [-0.86, 0.55, 0.90], [-1.69, 0.00, -0.21], [-1.50, -0.19, -1.51], [-2.76, -0.76, -2.08], [-2.89, -0.98, -3.25], [-3.66, -0.97, -1.09], [-3.09, -0.44, 0.07], [-3.73, -0.37, 1.07], [2.76, -1.88, -0.30], [1.39, -2.13, -1.36], [1.15, -1.62, 0.32], [-0.96, -0.06, 1.79], [-1.28, 1.52, 1.15], [-0.61, 0.03, -2.06], [-1.08, 2.28, -2.48], [-1.02, 3.94, -3.13], [-0.52, 4.92, -2.10], [-1.69, 5.14, -0.77], [-2.01, 4.20, -3.49], [-0.33, 3.92, -3.98], [-0.37, 5.89, -2.56], [0.42, 4.60, -1.66], [0.02, -2.52, 3.52], [1.16, -3.84, 3.88], [2.56, -3.51, 3.46], [2.73, -3.42, 1.69], [0.80, -4.74, 3.38], [1.12, -4.01, 4.95], [3.25, -4.28, 3.81], [2.89, -2.55, 3.87]], "lowdin_charge": [-0.025, -0.462, 0.146, 0.052, -0.435, 0.163, -0.002, -0.116, -0.034, -0.442, 0.166, 0.162, -0.366, 0.190, 0.037, 0.106, 0.047, 0.122, 0.158, 0.064, 0.733, -0.610, -0.658, 0.537, 0.072, 0.077, 0.073, 0.070, 0.551, -0.656, -0.636, 0.624, 0.069, 0.074, 0.074, 0.073], "homo_energy_ev": -10.81, "smiles": "CC(=O)OC(=O)CC1=CC(=O)OC1=O.ClCCCl.ClCCCl", "spin_multiplicity": 1, "gap_ev": 10.0}

***

3.
{"formula": "C12H14ClIN2Ni", "method": "ωB97M-V/def2-TZVPD", "species": ["C", "C", "H", "H", "H", "H", "H", "H", "C", "C", "C", "C", "H", "H", "H", "H", "N", "C", "C", "N", "C", "C", "C", "H", "H", "C", "H", "H", "Ni", "I", "Cl"], "xyz": [[0.89, 3.08, 0.83], [2.95, 0.75, -0.27], [1.55, 3.71, 0.18], [1.48, 2.69, 1.70], [-0.19, 3.18, 0.85], [2.84, -0.19, -0.72], [3.37, 1.61, -0.79], [3.07, 0.90, 0.85], [-2.17, 1.53, -0.39], [-3.45, 1.34, -0.91], [-3.67, 0.25, -1.74], [-2.63, -0.62, -2.01], [-1.94, 2.31, 0.34], [-4.23, 2.05, -0.63], [-4.66, 0.05, -2.18], [-2.75, -1.52, -2.61], [-1.16, 0.75, -0.75], [-1.36, -0.37, -1.46], [-0.26, -1.34, -1.60], [0.95, -1.06, -1.10], [1.89, -1.99, -1.05], [0.55, -3.54, -2.27], [1.75, -3.26, -1.64], [2.85, -1.74, -0.60], [2.61, -3.91, -1.61], [-0.48, -2.60, -2.23], [-1.43, -2.79, -2.70], [0.40, -4.48, -2.80], [1.35, 1.55, -0.12], [0.79, 2.35, -2.47], [0.22, 0.32, 1.43]], "mulliken_spin": [-0.107, 0.576, 0.005, 0.011, 0.008, -0.041, 0.014, 0.016, 0.002, 0.000, 0.003, 0.000, 0.002, 0.000, 0.000, 0.000, -0.008, 0.007, 0.005, 0.029, -0.010, -0.002, 0.005, -0.007, 0.001, 0.003, 0.000, 0.000, 1.348, 0.078, 0.064], "homo_energy_ev": [-8.22, -8.31], "spin_multiplicity": 3, "gap_ev": [6.3, 7.0]}

***

4.
{"formula": "C12H14ClN", "method": "ωB97M-V/def2-TZVPD", "species": ["C", "C", "C", "C", "C", "C", "C", "C", "C", "C", "C", "C", "N", "Cl", "H", "H", "H", "H", "H", "H", "H", "H", "H", "H", "H", "H", "H", "H"], "xyz": [[1.12, 2.20, -2.22], [2.34, 1.85, -1.65], [-0.06, 1.98, -1.44], [2.39, 1.16, -0.46], [-0.01, 1.18, -0.26], [1.25, 0.82, 0.22], [-0.56, -2.42, 0.26], [-1.22, -1.41, -0.69], [-0.46, -1.87, 1.75], [-2.08, -0.20, 0.00], [0.05, -0.47, 1.91], [-1.22, 0.82, 0.53], [1.27, -0.03, 1.28], [-1.86, 2.22, 1.39], [0.96, 2.56, -3.20], [3.27, 2.09, -2.13], [-1.19, 2.14, -1.80], [3.32, 0.90, 0.05], [-0.92, -3.39, 0.28], [0.43, -2.39, -0.23], [-0.49, -0.90, -1.31], [-1.77, -2.08, -1.28], [-1.41, -1.81, 2.25], [0.19, -2.54, 2.28], [-2.43, 0.26, -0.93], [-2.94, -0.46, 0.62], [0.01, -0.16, 2.91], [2.05, -0.04, 1.87]], "lowdin_charge": [-0.083, -0.094, -0.018, -0.037, -0.263, -0.265, -0.155, -0.137, -0.162, -0.192, -0.106, -0.636, 0.048, 0.662, 0.072, 0.098, 0.154, 0.117, 0.073, 0.110, 0.103, 0.083, 0.102, 0.098, 0.101, 0.113, 0.098, 0.115], "homo_energy_ev": -7.64, "spin_multiplicity": 1, "gap_ev": 8.5}

***

5.
{"formula": "C12H14I2N2Pd", "method": "ωB97M-V/def2-TZVPD", "species": ["C", "C", "H", "H", "H", "H", "H", "H", "C", "C", "C", "C", "H", "H", "H", "H", "N", "C", "C", "N", "C", "C", "C", "H", "H", "C", "H", "H", "Pd", "I", "I"], "xyz": [[1.98, -2.66, 3.62], [0.62, -3.37, 3.72], [2.73, -3.28, 3.09], [2.39, -2.40, 4.59], [1.83, -1.71, 3.06], [0.10, -3.37, 2.76], [0.76, -4.41, 4.05], [0.00, -2.89, 4.50], [2.23, 1.03, -1.87], [2.71, 1.41, -3.13], [1.84, 1.34, -4.21], [0.55, 0.87, -4.03], [2.80, 1.04, -0.94], [3.73, 1.74, -3.21], [2.17, 1.62, -5.20], [-0.16, 0.78, -4.85], [1.00, 0.53, -1.74], [0.12, 0.44, -2.76], [-1.21, -0.11, -2.47], [-1.43, -0.56, -1.21], [-2.69, -0.79, -0.80], [-3.55, -0.53, -3.03], [-3.76, -0.83, -1.70], [-2.83, -0.88, 0.28], [-4.73, -1.11, -1.32], [-2.27, -0.12, -3.40], [-2.04, 0.19, -4.42], [-4.33, -0.59, -3.77], [0.30, -0.32, 0.15], [2.59, -0.42, 1.38], [-1.19, 1.66, 1.03]], "lowdin_charge": [-0.301, -0.192, 0.046, 0.044, -0.201, 0.053, 0.034, 0.054, -0.186, -0.108, -0.132, -0.055, -0.020, 0.074, 0.077, 0.079, -0.028, -0.237, -0.244, -0.077, -0.228, -0.138, -0.121, 0.060, 0.074, -0.055, 0.082, 0.076, -0.227, 0.060, -0.263], "homo_energy_ev": [1.44, 1.43], "total_charge": -2, "spin_multiplicity": 1, "gap_ev": [3.7, 3.7]}

***

6.
{"formula": "C12H14N2", "method": "ωB97M-V/def2-TZVPD", "species": ["C", "C", "C", "C", "C", "C", "C", "C", "C", "C", "C", "N", "N", "C", "H", "H", "H", "H", "H", "H", "H", "H", "H", "H", "H", "H", "H", "H"], "xyz": [[-0.23, -2.23, -1.58], [-0.59, -1.85, -0.23], [0.90, -1.66, 0.48], [1.02, -0.29, 0.43], [2.27, 0.28, 0.91], [2.74, 1.49, 0.50], [2.00, 2.33, -0.41], [0.73, 2.08, -0.67], [0.02, 0.94, 0.04], [-1.32, 0.64, -0.68], [-2.11, 1.76, -0.17], [-2.72, 2.49, 0.44], [-1.62, -0.80, -0.09], [-2.14, -0.62, 1.31], [0.41, -3.15, -1.48], [0.33, -1.42, -2.06], [-1.04, -2.40, -2.23], [-1.00, -2.72, 0.28], [1.53, -2.47, 0.97], [2.75, -0.36, 1.60], [3.64, 1.92, 0.86], [2.54, 3.06, -1.02], [0.07, 2.73, -1.22], [-0.25, 1.27, 1.05], [-1.32, 0.64, -1.73], [-2.67, 0.34, 1.27], [-2.76, -1.52, 1.47], [-1.18, -0.48, 1.95]], "lowdin_charge": [-0.092, -0.388, 0.053, -0.174, -0.064, -0.071, -0.099, -0.052, -0.190, -0.187, -0.223, 0.196, -0.117, -0.054, 0.114, 0.090, 0.063, 0.129, 0.135, 0.096, 0.089, 0.107, 0.107, 0.147, 0.127, 0.052, 0.093, 0.111], "homo_energy_ev": -8.16, "smiles": "C[C@H]1C=C2C=CC=C[C@H]2[C@H](C#N)N1C", "spin_multiplicity": 1, "gap_ev": 8.5}

***

7.
{"formula": "C12H14N2PRu", "method": "ωB97M-V/def2-TZVPD", "species": ["C", "C", "C", "C", "C", "Ru", "P", "H", "H", "H", "H", "H", "H", "H", "H", "N", "C", "N", "C", "C", "C", "C", "C", "C", "H", "H", "H", "H", "H", "H"], "xyz": [[-0.26, -1.28, -2.63], [-1.40, -2.18, -2.53], [-2.61, -1.44, -2.50], [-2.28, -0.05, -2.57], [-0.83, 0.10, -2.64], [1.19, 0.14, -1.30], [3.12, -0.07, -2.35], [0.73, -1.52, -3.03], [-1.28, -3.26, -2.45], [-3.61, -1.86, -2.39], [-0.26, 0.95, -3.03], [-2.93, 0.81, -2.55], [3.35, 0.97, -3.31], [3.30, -1.23, -3.19], [4.27, -0.03, -1.46], [1.96, 0.88, 2.73], [2.27, 0.66, 1.42], [1.15, 0.46, 0.73], [0.05, 0.52, 1.61], [-1.31, 0.33, 1.40], [-2.16, 0.45, 2.52], [-1.63, 0.76, 3.79], [-0.25, 0.93, 3.99], [0.56, 0.80, 2.88], [2.63, 1.08, 3.47], [3.24, 0.64, 0.97], [-1.65, 0.09, 0.39], [-3.23, 0.31, 2.41], [-2.32, 0.85, 4.64], [0.20, 1.16, 4.96]], "mulliken_spin": [-0.020, 0.126, 0.051, 0.134, 0.099, 3.275, 0.054, 0.009, 0.002, 0.003, -0.017, 0.005, 0.006, 0.005, 0.034, 0.100, 0.636, 0.269, -0.012, 0.107, -0.014, 0.042, 0.093, -0.007, -0.007, 0.019, -0.014, 0.007, 0.011, 0.006], "homo_energy_ev": [-3.78, -7.64], "spin_multiplicity": 6, "gap_ev": [3.9, 5.9]}

***

Number 1: F_max 5.066 eV/A. Number 2: F_max 2.181 eV/A. Number 3: F_max 4.819 eV/A. Number 4: F_max 5.489 eV/A. Number 5: F_max 1.812 eV/A. Number 6: F_max 5.003 eV/A. Number 7: F_max 3.945 eV/A.